79
Properties=species:S:1:pos:R:3:forces:R:3 method="wB97M-V/def2-TZVPD" spin_multiplicity=1 charge=-1 relative_energy_ev=0.914 fmax_ev_per_a=0.9
Y 0.33353 -1.21076 0.72961 -0.77 -0.33 -0.30
C -0.31825 -0.51909 3.94881 -0.02 -0.04 -0.08
N 0.28266 -1.64095 3.23054 0.06 -0.08 0.08
C 1.52644 -2.11368 3.80823 -0.03 0.08 -0.03
C 2.27468 -2.93130 2.80720 0.03 0.05 0.02
N 2.02894 -2.92572 1.52590 0.00 0.22 -0.07
C 2.99305 -3.75419 0.95035 -0.08 0.01 0.07
C 3.19363 -4.10418 -0.37985 -0.04 0.02 -0.02
C 4.24570 -4.95443 -0.65737 0.02 -0.01 0.00
C 5.07652 -5.45225 0.35732 -0.01 0.01 0.01
C 4.88221 -5.11401 1.68401 0.01 -0.02 -0.01
C 3.82456 -4.25635 1.95428 0.04 0.00 -0.07
N 3.34147 -3.70723 3.13094 -0.05 -0.06 0.00
C 0.05583 0.74587 3.24634 0.12 0.06 0.12
N 0.73987 0.76694 2.12011 0.14 0.06 0.01
C 0.82060 2.11928 1.77429 -0.06 -0.09 0.00
C 1.37055 2.72404 0.65021 0.03 0.02 -0.05
C 1.20354 4.09110 0.52183 -0.03 0.03 0.04
C 0.51148 4.83901 1.48711 0.03 -0.07 -0.02
C -0.02730 4.24325 2.61421 -0.02 0.09 -0.02
C 0.14350 2.87301 2.73706 0.01 -0.11 0.09
N -0.28890 1.96655 3.69875 0.00 -0.12 -0.26
H -1.40267 -0.62046 3.91822 -0.06 0.03 0.01
H -0.01424 -0.47752 4.99986 0.03 0.01 0.01
H -0.38800 -2.39757 3.06340 -0.07 -0.02 0.06
H 2.14330 -1.24154 4.05123 -0.01 0.00 0.03
H 1.38181 -2.68020 4.73785 0.03 -0.03 -0.01
H 2.54976 -3.71099 -1.15468 0.02 -0.02 -0.02
H 4.43600 -5.23915 -1.68339 0.01 -0.01 0.00
H 5.89109 -6.11606 0.09815 0.00 0.00 -0.02
H 5.52381 -5.49896 2.46598 0.00 0.00 0.00
H 3.69002 -3.86781 4.05786 0.00 -0.01 0.04
H 1.89063 2.13219 -0.09175 0.00 0.02 0.00
H 1.60260 4.59414 -0.34987 0.00 0.00 0.00
H 0.38730 5.90423 1.34125 0.00 0.00 0.00
H -0.58103 4.80983 3.35076 0.00 0.00 -0.01
H -1.15961 2.05611 4.25929 -0.02 0.13 0.07
S -5.77972 0.94176 2.45903 -0.01 -0.06 -0.02
As -4.20669 0.31472 3.65406 -0.22 -0.01 0.04
S -2.27053 -1.05556 1.32425 0.25 0.13 -0.20
S -1.64132 -3.04362 1.05367 0.45 -0.01 0.00
S -3.28036 2.05444 4.47945 0.09 0.18 0.14
O 2.28073 -0.26566 -0.43250 -0.13 -0.06 0.11
S 2.00450 -0.82133 -1.77809 0.14 0.01 -0.14
O 3.15187 -1.34079 -2.46834 0.01 -0.08 0.07
O 0.89180 -1.78656 -1.61866 0.09 0.27 0.05
C 1.46546 0.59948 -2.73361 0.02 0.04 0.01
C 2.40242 1.10186 -3.63188 -0.11 -0.06 0.08
C 2.14928 2.28614 -4.30431 -0.01 0.02 -0.02
C 0.96568 2.96900 -4.07070 0.08 0.05 -0.08
C 0.02650 2.45628 -3.19257 -0.10 -0.02 0.08
C 0.24715 1.25897 -2.51601 0.05 0.00 -0.02
P -0.97640 0.53643 -1.35299 0.01 -0.24 0.11
C -1.92729 -0.55524 -2.48553 0.01 0.09 0.02
C -1.41582 -1.01910 -3.69306 0.05 0.05 0.03
C -2.15863 -1.88213 -4.48477 -0.02 -0.03 -0.02
C -3.41943 -2.29053 -4.07631 0.00 0.01 0.02
C -3.93706 -1.82736 -2.87404 -0.01 -0.05 -0.07
C -3.19808 -0.96437 -2.08280 0.04 0.05 0.10
C -2.18800 1.83843 -0.98212 0.09 -0.01 0.00
C -2.34365 2.20456 0.35115 -0.04 0.00 -0.05
C -3.33777 3.09483 0.73241 0.02 -0.02 0.04
C -4.17219 3.63633 -0.23087 -0.01 0.01 -0.05
C -4.02073 3.28500 -1.56838 0.00 0.01 -0.01
C -3.04198 2.37980 -1.94326 -0.03 -0.01 0.00
H 3.32256 0.55587 -3.77873 0.02 0.01 -0.02
H 2.88033 2.67713 -5.00022 0.00 0.00 0.00
H 0.76601 3.90431 -4.57896 0.01 0.00 -0.01
H -0.89554 2.99779 -3.02039 0.08 -0.02 0.00
H -0.43176 -0.70985 -4.02097 -0.01 -0.04 -0.03
H -1.74692 -2.23982 -5.42060 0.01 0.00 0.00
H -3.99510 -2.97115 -4.69146 -0.01 0.00 0.00
H -4.91737 -2.14587 -2.54394 0.00 0.01 0.02
H -3.59224 -0.61899 -1.13533 -0.03 -0.03 0.02
H -1.71931 1.74054 1.10268 -0.02 0.00 0.06
H -3.48738 3.30839 1.78406 0.01 0.00 0.00
H -4.96949 4.30641 0.06453 0.00 0.00 0.01
H -4.68763 3.69111 -2.31920 -0.01 0.01 0.02
H -2.96103 2.06719 -2.97874 -0.04 -0.02 0.03